Entry 1:
{
  "formula": "C28H30BCl33F17N2O2",
  "method": "ωB97M-V with the def2-TZVPD basis set",
  "elements": ["C", "N", "C", "C", "C", "C", "O", "B", "C", "C", "N", "C", "C", "C", "F", "F", "C", "F", "F", "C", "F", "F", "C", "F", "F", "C", "F", "F", "C", "F", "F", "C", "F", "F", "C", "F", "F", "F", "O", "H", "H", "H", "H", "H", "H", "H", "H", "H", "H", "H", "H", "H", "H", "H", "H", "H", "H", "H", "C", "Cl", "Cl", "Cl", "H", "C", "Cl", "Cl", "Cl", "H", "C", "Cl", "Cl", "Cl", "H", "C", "Cl", "Cl", "Cl", "H", "C", "Cl", "Cl", "Cl", "H", "C", "Cl", "Cl", "Cl", "H", "C", "Cl", "Cl", "Cl", "H", "C", "Cl", "Cl", "Cl", "H", "C", "Cl", "Cl", "Cl", "H", "C", "Cl", "Cl", "Cl", "H", "C", "Cl", "Cl", "Cl", "H"],
  "coordinates": [[3.44228, 3.59139, 3.09493], [4.33867, 3.91321, 1.99603], [4.12916, 3.10524, 0.80207], [2.77147, 3.27737, 0.08764], [2.17805, 4.67269, 0.20666], [2.73878, 2.78720, -1.42311], [1.80729, 1.77536, -1.54503], [1.67073, 1.15720, -0.20414], [2.82080, -0.00799, 0.03503], [2.81264, -0.55463, 1.43317], [3.21709, -1.70714, 1.79778], [0.18462, 0.60270, 0.23148], [-0.95874, 0.92698, -0.75028], [-1.66633, 2.22911, -0.50270], [-0.78899, 3.25935, -0.58017], [-2.58840, 2.45622, -1.49364], [-2.35113, 2.33800, 0.90004], [-2.50867, 1.13434, 1.49438], [-1.53751, 3.05116, 1.71294], [-3.69857, 3.11388, 0.91381], [-3.49514, 4.27490, 0.25788], [-3.99278, 3.43770, 2.19108], [-4.89748, 2.36169, 0.23413], [-4.55783, 1.11939, -0.16427], [-5.23626, 3.04629, -0.87993], [-6.20213, 2.27659, 1.06886], [-7.18205, 1.87865, 0.21656], [-6.57130, 3.49078, 1.51404], [-6.17224, 1.25807, 2.26045], [-6.81128, 1.83642, 3.29964], [-4.91945, 0.98407, 2.66159], [-6.88940, -0.08668, 1.97817], [-6.49164, -0.61418, 0.80249], [-8.22567, 0.09601, 1.96476], [-6.59563, -1.17115, 3.06421], [-7.52872, -2.12993, 2.96881], [-5.40075, -1.73059, 2.86791], [-6.64454, -0.65814, 4.29745], [1.89547, 2.33223, 0.69197], [3.02198, 2.59577, 3.00017], [3.94182, 3.65138, 4.07468], [2.58677, 4.26841, 3.16167], [4.26027, 4.89790, 1.79388], [4.20972, 2.06406, 1.08944], [4.95556, 3.31216, 0.11608], [2.98386, 5.40392, 0.12091], [1.43762, 4.83615, -0.56823], [1.67368, 4.79932, 1.16045], [2.43720, 3.62750, -2.05485], [3.76388, 2.52343, -1.72539], [3.84379, 0.35204, -0.12816], [2.71371, -0.86530, -0.63154], [2.43235, 0.10565, 2.21386], [3.54703, -2.20391, 0.96668], [0.22088, -0.48709, 0.31304], [-0.03067, 0.96592, 1.23267], [-1.72773, 0.15466, -0.67369], [-0.56432, 0.95767, -1.75836], [1.55643, -0.89418, -3.75158], [1.40594, -1.58954, -5.37848], [0.25221, -1.46480, -2.72379], [3.10478, -1.29492, -3.03714], [1.49096, 0.18425, -3.83323], [-1.42428, -4.79988, -1.85683], [-0.43864, -4.43196, -0.43953], [-2.46584, -3.43022, -2.23613], [-0.39206, -5.23957, -3.21985], [-2.05857, -5.64288, -1.62619], [4.55953, -4.83518, -4.32917], [5.08824, -4.17010, -5.87612], [5.06229, -3.81319, -2.98791], [2.80614, -5.06162, -4.29348], [5.02379, -5.80311, -4.20034], [6.56267, 5.76656, -2.14967], [7.46950, 6.50519, -0.82521], [6.14718, 4.09870, -1.77050], [5.11042, 6.70362, -2.50845], [7.19146, 5.77185, -3.02920], [-0.12751, -8.69905, -5.26395], [-1.60350, -7.86127, -5.75070], [1.26113, -7.61198, -5.33019], [-0.31772, -9.39015, -3.65054], [0.04266, -9.50606, -5.96302], [-5.69739, -5.57017, -0.55429], [-4.86759, -4.12135, 0.00556], [-4.60398, -6.66437, -1.40859], [-6.47515, -6.40939, 0.79077], [-6.46827, -5.26627, -1.24897], [2.19084, 3.55651, 7.52906], [3.32097, 3.70661, 8.88359], [1.11315, 4.95395, 7.46380], [3.05020, 3.36053, 5.99985], [1.58568, 2.67605, 7.69753], [8.76621, -2.63761, -6.92938], [7.25885, -1.80845, -7.31684], [10.13276, -1.52132, -7.01415], [8.68372, -3.39744, -5.34129], [8.92252, -3.41265, -7.66678], [-1.55011, -2.96156, 2.91723], [0.14391, -3.29638, 2.56393], [-1.76186, -2.51213, 4.61203], [-2.16762, -1.70286, 1.85129], [-2.11741, -3.86532, 2.73627], [0.48887, -7.39592, 1.66831], [0.32268, -8.32740, 0.17811], [-0.82643, -7.76614, 2.78660], [2.05464, -7.69048, 2.42249], [0.42693, -6.34724, 1.41681], [-6.66827, 7.30176, 2.22010], [-5.61736, 6.25898, 1.27201], [-5.72584, 8.36771, 3.26522], [-7.73877, 8.24252, 1.17419], [-7.28489, 6.67593, 2.85075]],
  "e_above_lowest_kcal_mol": 0.0,
  "orbital_gap_ev": 6.5,
  "spin_multiplicity": 1,
  "lumo_ev": 1.57,
  "homo_ev": -4.97,
  "energy_ev": -496714.3099,
  "charge": -1
}

=====

Entry 2:
{
  "formula": "C5H7N",
  "method": "ωB97M-V with the def2-TZVPD basis set",
  "elements": ["C", "N", "C", "C", "C", "C", "H", "H", "H", "H", "H", "H", "H"],
  "coordinates": [[0.17878, 0.46979, 1.70946], [0.11581, 0.07394, 0.31847], [0.14881, 0.94618, -0.84073], [0.12640, 0.13260, -2.07832], [-0.19055, -1.14355, -1.54842], [-0.13601, -1.14899, -0.15867], [-0.81851, 0.63974, 2.13134], [0.75560, 1.39504, 1.79709], [0.68528, -0.30121, 2.29834], [0.74088, 1.85251, -0.70180], [-0.88664, 1.24589, -1.13244], [-0.41879, -2.02375, -2.13874], [-0.27936, -1.97631, 0.53433]],
  "e_above_lowest_kcal_mol": 76.4,
  "orbital_gap_ev": 8.5,
  "spin_multiplicity": 1,
  "lumo_ev": 0.62,
  "homo_ev": -7.83,
  "energy_ev": -6785.1975,
  "charge": 0
}

=====

Entry 3:
{
  "formula": "C21H33N6O2",
  "method": "ωB97M-V with the def2-TZVPD basis set",
  "elements": ["C", "C", "C", "C", "C", "C", "N", "N", "N", "N", "C", "C", "C", "C", "C", "C", "N", "C", "C", "N", "C", "O", "C", "C", "C", "C", "O", "C", "C", "H", "H", "H", "H", "H", "H", "H", "H", "H", "H", "H", "H", "H", "H", "H", "H", "H", "H", "H", "H", "H", "H", "H", "H", "H", "H", "H", "H", "H", "H", "H", "H", "H"],
  "coordinates": [[-2.88379, 1.75800, 0.05541], [-2.25929, 1.50884, -1.31439], [-3.28994, 1.76286, -2.41231], [-1.71796, 0.07732, -1.46029], [-0.50350, -0.23356, -0.55712], [0.62848, -0.66621, -1.42655], [0.91121, -1.94348, -1.61145], [1.90839, -1.97839, -2.48300], [2.24246, -0.81589, -2.83539], [1.46498, 0.06228, -2.19505], [1.58452, 1.48803, -2.39668], [3.04835, 1.90391, -2.24619], [3.18998, 3.40469, -2.48266], [2.66810, 3.78013, -3.86570], [1.21110, 3.35628, -4.01904], [1.06395, 1.85529, -3.78851], [-0.69616, -1.38255, 0.39572], [-1.96119, -1.42285, 1.16666], [-2.02896, -2.72673, 1.96219], [-0.90117, -2.83914, 2.85523], [-1.12234, -2.56599, 4.19308], [-2.23423, -2.23641, 4.56100], [-0.04043, -2.73058, 5.15680], [-0.14121, -2.52135, 6.51392], [1.11102, -2.85521, 7.06345], [1.88778, -3.24663, 6.01370], [1.21059, -3.17434, 4.85969], [0.34847, -2.78871, 2.14754], [0.44029, -1.48058, 1.35222], [-3.26886, 2.77272, 0.09962], [-3.71590, 1.08021, 0.22968], [-2.16255, 1.64814, 0.86248], [-1.42984, 2.21095, -1.45523], [-4.13437, 1.08591, -2.30920], [-2.85499, 1.62287, -3.39884], [-3.66194, 2.78100, -2.34894], [-2.52828, -0.62877, -1.28444], [-1.42044, -0.06750, -2.50182], [-0.24258, 0.65026, 0.03446], [0.97386, 1.97760, -1.62845], [3.64310, 1.35337, -2.97616], [3.40833, 1.64270, -1.24801], [4.23925, 3.68407, -2.39090], [2.63100, 3.95127, -1.71909], [2.75583, 4.85639, -4.01326], [3.27227, 3.28643, -4.62837], [0.85313, 3.60202, -5.01869], [0.59312, 3.89977, -3.30003], [1.64502, 1.30688, -4.53188], [0.01608, 1.56035, -3.88702], [-0.62825, -2.22301, -0.20741], [-2.81940, -1.36224, 0.50084], [-1.98068, -0.57158, 1.84975], [-2.93626, -2.73035, 2.57188], [-2.04202, -3.58758, 1.28537], [-1.01426, -2.17674, 7.02810], [1.39499, -2.81479, 8.09398], [2.90339, -3.58709, 5.96180], [1.18703, -2.84958, 2.83753], [0.41214, -3.63948, 1.45826], [1.38135, -1.45941, 0.80296], [0.39121, -0.62383, 2.02878]],
  "e_above_lowest_kcal_mol": 0.0,
  "orbital_gap_ev": 9.3,
  "spin_multiplicity": 1,
  "smiles": "CC(C)C[C@H](c1nnnn1C1CCCCC1)[NH+]1CCN(C(=O)c2ccco2)CC1",
  "lumo_ev": -2.26,
  "homo_ev": -11.59,
  "energy_ev": -35341.4703,
  "charge": 1
}

=====

Entry 4:
{
  "formula": "C6H16CdClO4P2",
  "method": "ωB97M-V with the def2-TZVPD basis set",
  "elements": ["Cd", "O", "Cl", "O", "O", "O", "C", "P", "C", "C", "C", "P", "C", "C", "H", "H", "H", "H", "H", "H", "H", "H", "H", "H", "H", "H", "H", "H", "H", "H"],
  "coordinates": [[-0.00711, -0.08421, -0.64945], [1.48804, 1.43085, -0.65402], [1.52245, 1.71518, 0.83852], [2.34347, 2.82982, 1.06465], [1.98565, 0.50765, 1.45926], [0.13773, 1.93079, 1.20006], [-3.38614, 1.08223, 0.56780], [-2.55810, -0.14507, -0.46943], [-3.56177, -0.32353, -1.96985], [-2.73470, -1.73383, 0.43330], [-1.87902, -2.87982, -0.13759], [-0.07415, -2.56685, -0.03231], [0.38254, -2.84520, 1.69855], [0.69994, -3.90523, -0.97418], [-4.40180, 0.76667, 0.80704], [-3.41680, 2.03335, 0.03678], [-2.81070, 1.22709, 1.48195], [-4.59748, -0.54641, -1.71167], [-3.16514, -1.12226, -2.59617], [-3.52460, 0.60601, -2.53696], [-3.78865, -2.01980, 0.43523], [-2.45902, -1.53616, 1.47321], [-2.11786, -3.05271, -1.19051], [-2.10199, -3.80801, 0.39319], [0.13874, -3.86403, 2.00051], [-0.13528, -2.13466, 2.34303], [1.45241, -2.67045, 1.81124], [0.37925, -4.87190, -0.58500], [1.78285, -3.82508, -0.88447], [0.43276, -3.82733, -2.02719]],
  "orbital_gap_ev": 9.3,
  "spin_multiplicity": 1,
  "lumo_ev": -3.90,
  "homo_ev": -13.18,
  "energy_ev": -50323.1714,
  "charge": 1
}

=====

Q: What is the charge in the first record?
A: -1